(1)
{
  "formula": "C27H44MoN12OP2",
  "method": "ωB97M-V/def2-TZVPD",
  "total_energy_ha": -2538.30607,
  "multiplicity": 3,
  "s_squared": 2.029,
  "homo_energy_ev": [-7.9, -8.1],
  "total_charge": 0,
  "homo_lumo_gap_ha": [0.2389, 0.2647],
  "e_lumo_ev": [-1.4, -0.9],
  "de_lowest_kj_mol": 72.0,
  "symbols": ["Mo", "C", "N", "C", "C", "C", "C", "C", "C", "C", "N", "C", "C", "C", "C", "C", "C", "N", "C", "C", "H", "H", "H", "H", "H", "H", "H", "H", "H", "H", "H", "H", "H", "H", "H", "H", "H", "H", "H", "H", "C", "P", "C", "C", "C", "P", "C", "C", "H", "H", "H", "H", "H", "H", "H", "H", "H", "H", "H", "H", "H", "H", "H", "H", "N", "C", "N", "N", "N", "N", "C", "N", "N", "N", "N", "H", "C", "C", "C", "O", "H", "H", "H", "H", "H", "H", "H"],
  "xyz": [[-0.24, 0.59, -0.44], [3.31, -3.03, -0.17], [2.94, -1.72, -0.73], [4.14, -0.88, -0.77], [2.19, -1.70, -1.91], [2.92, -1.76, -3.13], [2.31, -2.00, -4.36], [0.95, -2.33, -4.37], [0.24, -2.38, -3.16], [0.72, -1.78, -1.97], [-0.14, -1.25, -0.97], [-1.53, -1.70, -0.98], [-2.33, -1.43, -2.10], [-3.67, -1.79, -2.12], [-4.25, -2.42, -0.97], [-3.44, -2.72, 0.12], [-2.03, -2.51, 0.05], [-1.19, -3.08, 1.01], [-1.53, -2.95, 2.41], [-0.51, -4.33, 0.65], [3.65, -3.75, -0.97], [4.09, -2.89, 0.57], [2.41, -3.43, 0.30], [4.97, -1.35, -1.33], [3.89, 0.07, -1.25], [4.51, -0.67, 0.28], [3.98, -1.60, -3.10], [2.89, -1.92, -5.28], [0.40, -2.56, -5.29], [-0.77, -2.83, -3.17], [-1.85, -0.96, -2.98], [-4.26, -1.60, -2.99], [-5.30, -2.70, -0.95], [-3.86, -3.24, 1.00], [-1.69, -1.90, 2.70], [-0.72, -3.39, 3.02], [-2.49, -3.46, 2.66], [-1.17, -5.19, 0.64], [-0.06, -4.17, -0.35], [0.31, -4.53, 1.36], [2.28, -0.99, 2.52], [1.06, 0.32, 2.21], [0.23, 0.30, 3.84], [2.26, 1.74, 2.50], [1.55, 3.06, 2.35], [0.87, 3.25, 0.65], [2.21, 4.32, -0.03], [-0.33, 4.59, 1.09], [2.68, -0.99, 3.54], [3.11, -0.94, 1.78], [1.76, -1.96, 2.36], [1.03, 0.24, 4.62], [-0.40, -0.60, 3.93], [-0.38, 1.20, 3.98], [3.04, 1.61, 1.70], [2.72, 1.60, 3.51], [2.20, 3.93, 2.58], [0.68, 3.14, 3.03], [2.54, 5.03, 0.76], [1.86, 4.91, -0.89], [3.11, 3.76, -0.35], [0.21, 5.51, 1.37], [-0.98, 4.34, 1.93], [-0.97, 4.78, 0.20], [-0.67, 2.66, -3.22], [0.60, 2.16, -3.04], [1.57, 2.36, -3.94], [2.69, 2.05, -3.28], [2.43, 1.64, -2.11], [1.10, 1.57, -1.93], [-1.86, 2.23, -2.69], [-3.05, 2.64, -3.16], [-3.94, 2.26, -2.20], [-3.34, 1.62, -1.27], [-2.01, 1.53, -1.52], [-0.79, 3.12, -4.12], [-3.29, 0.47, 2.84], [-2.85, 1.04, 1.50], [-2.89, 2.55, 1.57], [-1.48, 0.57, 1.17], [-4.21, 0.99, 3.14], [-2.54, 0.72, 3.66], [-3.40, -0.61, 2.85], [-3.50, 0.62, 0.72], [-2.34, 2.94, 2.47], [-3.92, 2.90, 1.71], [-2.45, 3.02, 0.69]]
}

=====

(2)
{
  "formula": "C2H9NO",
  "method": "ωB97M-V/def2-TZVPD",
  "total_energy_ha": -211.50536,
  "multiplicity": 1,
  "homo_energy_ev": -9.8,
  "total_charge": 0,
  "homo_lumo_gap_ha": 0.3914,
  "e_lumo_ev": 0.8,
  "de_lowest_kj_mol": 209.3,
  "symbols": ["C", "N", "H", "H", "H", "H", "H", "C", "O", "H", "H", "H", "H"],
  "xyz": [[-0.10, -2.00, -0.43], [1.07, -1.36, 0.25], [-0.03, -1.52, -1.36], [-0.04, -3.07, -0.79], [-1.08, -1.78, 0.00], [0.83, -1.66, 1.29], [2.02, -1.90, -0.13], [-1.08, 1.67, -0.16], [0.16, 1.93, 0.46], [-1.67, 2.59, -0.39], [-0.94, 1.39, -1.17], [-1.73, 0.82, 0.28], [0.86, 1.10, 0.43]]
}

=====

(3)
{
  "formula": "C36H45AsMnN6S",
  "method": "ωB97M-V/def2-TZVPD",
  "total_energy_ha": -5511.66572,
  "multiplicity": 6,
  "s_squared": 9.196,
  "homo_energy_ev": [-10.9, -12.0],
  "total_charge": 2,
  "homo_lumo_gap_ha": [0.2123, 0.2551],
  "e_lumo_ev": [-5.1, -5.1],
  "de_lowest_kj_mol": 397.9,
  "symbols": ["Mn", "C", "C", "N", "N", "C", "N", "S", "C", "C", "C", "C", "C", "N", "H", "H", "H", "H", "H", "H", "H", "H", "H", "H", "C", "C", "C", "C", "C", "C", "H", "H", "H", "H", "H", "H", "H", "H", "H", "N", "C", "C", "N", "C", "C", "H", "H", "H", "H", "H", "H", "H", "H", "H", "H", "H", "C", "C", "C", "C", "C", "C", "As", "C", "C", "C", "C", "C", "C", "C", "C", "C", "C", "C", "C", "H", "H", "H", "H", "H", "H", "H", "H", "H", "H", "H", "H", "H", "H", "H"],
  "xyz": [[0.24, 0.05, -1.38], [-3.59, 1.80, -2.23], [-2.29, 2.05, -1.52], [-1.12, 1.46, -2.01], [-1.07, 1.63, -3.42], [-0.12, 1.16, -4.20], [-0.14, 1.48, -5.51], [1.11, 0.12, -3.62], [-2.26, 2.91, -0.38], [-3.43, 3.51, 0.13], [-3.33, 4.41, 1.17], [-2.08, 4.71, 1.70], [-0.98, 4.05, 1.16], [-1.06, 3.17, 0.18], [-3.50, 0.97, -2.93], [-3.97, 2.67, -2.79], [-4.37, 1.55, -1.51], [-1.71, 2.33, -3.79], [-0.67, 2.27, -5.84], [0.68, 1.23, -6.05], [-4.40, 3.30, -0.30], [-4.22, 4.88, 1.56], [-1.95, 5.42, 2.50], [0.02, 4.25, 1.55], [4.29, -2.03, 1.35], [3.26, -2.82, 0.54], [3.88, -3.29, -0.79], [2.77, -4.04, 1.34], [2.12, -1.93, 0.23], [1.22, -1.15, -0.02], [5.14, -2.68, 1.58], [3.86, -1.67, 2.28], [4.66, -1.18, 0.78], [4.78, -3.88, -0.59], [4.15, -2.44, -1.42], [3.18, -3.93, -1.34], [3.60, -4.72, 1.50], [1.99, -4.58, 0.81], [2.39, -3.74, 2.32], [-2.69, -4.14, -2.72], [-2.64, -2.91, -3.60], [-2.22, -1.72, -2.75], [-0.95, -1.95, -2.05], [-1.00, -3.16, -1.23], [-1.38, -4.39, -2.03], [-2.96, -4.95, -3.28], [-3.43, -4.02, -2.02], [-3.63, -2.78, -4.04], [-1.92, -3.12, -4.38], [-2.99, -1.49, -2.00], [-2.12, -0.84, -3.38], [-0.21, -2.02, -2.75], [-1.72, -3.00, -0.42], [-0.03, -3.30, -0.75], [-1.50, -5.28, -1.41], [-0.65, -4.60, -2.82], [2.05, -0.49, 5.36], [1.62, -1.48, 4.50], [1.26, -1.17, 3.20], [1.34, 0.14, 2.75], [1.75, 1.15, 3.63], [2.11, 0.83, 4.93], [0.61, 0.75, 1.05], [1.94, 2.09, 0.50], [3.23, 1.85, 0.99], [4.31, 2.53, 0.45], [4.12, 3.43, -0.59], [2.84, 3.63, -1.10], [1.76, 2.95, -0.57], [-1.22, 0.76, 1.69], [-2.14, 0.08, 0.90], [-3.45, -0.06, 1.34], [-3.84, 0.50, 2.54], [-2.92, 1.18, 3.33], [-1.60, 1.30, 2.91], [2.34, -0.74, 6.38], [1.56, -2.51, 4.84], [0.90, -1.94, 2.54], [1.80, 2.18, 3.30], [2.44, 1.61, 5.60], [3.41, 1.14, 1.78], [5.30, 2.36, 0.84], [4.96, 3.96, -1.01], [2.69, 4.32, -1.92], [0.76, 3.11, -0.96], [-1.84, -0.35, -0.04], [-4.17, -0.59, 0.73], [-4.87, 0.41, 2.88], [-3.22, 1.61, 4.27], [-0.89, 1.81, 3.55]]
}

=====

(4)
{
  "formula": "C6H11N2S",
  "method": "ωB97M-V/def2-TZVPD",
  "total_energy_ha": -742.45459,
  "multiplicity": 3,
  "s_squared": 2.013,
  "homo_energy_ev": [-11.0, -13.4],
  "total_charge": 1,
  "homo_lumo_gap_ha": [0.3060, 0.2335],
  "e_lumo_ev": [-2.7, -7.0],
  "de_lowest_kj_mol": 188.9,
  "symbols": ["C", "C", "C", "C", "C", "C", "N", "N", "S", "H", "H", "H", "H", "H", "H", "H", "H", "H", "H", "H"],
  "xyz": [[1.87, -1.55, 0.09], [2.19, -0.33, -0.67], [0.58, -1.85, 0.46], [-1.43, -0.28, -0.88], [-0.55, -0.86, 0.29], [-2.88, 0.17, -0.51], [-0.30, 0.47, -0.35], [1.31, 2.36, 0.95], [1.20, 0.87, -0.97], [2.68, -2.19, 0.37], [3.31, -0.35, -0.86], [0.20, -2.76, 0.89], [-1.28, -0.80, -1.86], [-1.05, -0.82, 1.20], [-3.40, -0.59, 0.20], [-3.44, 0.06, -1.47], [-2.93, 1.19, -0.23], [2.21, 1.99, 1.14], [0.70, 2.09, 1.66], [0.99, 3.18, 0.56]]
}

=====

(5)
{
  "formula": "C38H33N4P2PtS3Se",
  "method": "ωB97M-V/def2-TZVPD",
  "total_energy_ha": -6084.93275,
  "multiplicity": 3,
  "s_squared": 2.019,
  "homo_energy_ev": [-3.3, -4.4],
  "total_charge": -1,
  "homo_lumo_gap_ha": [0.2076, 0.2391],
  "e_lumo_ev": [2.3, 2.1],
  "symbols": ["Pt", "S", "P", "C", "P", "S", "C", "C", "C", "C", "C", "C", "C", "C", "C", "C", "C", "C", "C", "C", "C", "C", "C", "C", "C", "C", "C", "C", "C", "C", "H", "H", "H", "H", "H", "H", "H", "H", "H", "H", "H", "H", "H", "H", "H", "H", "H", "H", "H", "H", "C", "N", "C", "Se", "N", "C", "C", "C", "C", "C", "C", "H", "H", "H", "H", "H", "H", "H", "H", "C", "C", "C", "C", "N", "C", "S", "N", "H", "H", "H", "H", "H"],
  "xyz": [[-0.21, -0.58, -1.18], [-1.66, -3.13, 1.82], [-0.46, -1.63, 2.17], [-0.25, -0.48, 0.85], [0.82, 0.88, 1.07], [0.79, 1.98, -0.57], [2.54, 0.40, 1.44], [3.00, -0.79, 0.88], [4.27, -1.24, 1.15], [5.10, -0.50, 1.98], [4.67, 0.72, 2.49], [3.40, 1.17, 2.21], [0.31, 1.92, 2.49], [0.75, 1.73, 3.80], [0.21, 2.48, 4.82], [-0.78, 3.42, 4.56], [-1.23, 3.60, 3.26], [-0.69, 2.85, 2.23], [-1.21, -0.76, 3.60], [-1.10, -1.25, 4.90], [-1.86, -0.70, 5.91], [-2.75, 0.33, 5.64], [-2.89, 0.79, 4.34], [-2.14, 0.24, 3.32], [1.12, -2.31, 2.82], [1.85, -1.78, 3.88], [3.03, -2.38, 4.28], [3.50, -3.51, 3.63], [2.77, -4.04, 2.57], [1.59, -3.44, 2.17], [2.33, -1.36, 0.23], [4.62, -2.17, 0.73], [6.09, -0.86, 2.22], [5.32, 1.31, 3.12], [3.06, 2.13, 2.59], [1.51, 1.00, 4.01], [0.56, 2.33, 5.84], [-1.19, 4.00, 5.37], [-2.00, 4.33, 3.05], [-1.04, 2.97, 1.22], [-0.43, -2.07, 5.11], [-1.76, -1.08, 6.92], [-3.35, 0.75, 6.43], [-3.60, 1.58, 4.12], [-2.26, 0.57, 2.30], [1.49, -0.91, 4.41], [3.58, -1.97, 5.11], [4.42, -3.97, 3.94], [3.12, -4.93, 2.07], [1.01, -3.85, 1.35], [-4.06, 0.47, -2.38], [-3.37, -0.44, -3.23], [-2.68, -1.53, -2.79], [-2.41, -2.07, -1.07], [-2.06, -2.11, -3.86], [-2.04, -1.20, -4.90], [-1.40, -1.22, -6.08], [-1.11, 0.10, -6.71], [-1.91, 1.31, -6.15], [-3.04, 1.02, -5.22], [-2.89, -0.10, -4.48], [-4.09, 0.05, -1.38], [-5.08, 0.63, -2.74], [-3.54, 1.43, -2.36], [-1.32, -2.79, -3.73], [-0.85, -2.07, -6.43], [-1.08, 0.02, -7.80], [-2.19, 2.01, -6.93], [-3.75, 1.79, -4.99], [1.11, 1.26, -7.20], [0.22, 0.71, -6.10], [-0.64, 1.79, -5.36], [-0.71, 1.54, -3.89], [-0.26, 0.50, -3.30], [0.60, -0.35, -4.05], [1.23, -1.59, -3.05], [0.94, -0.19, -5.27], [0.55, 1.94, -7.84], [1.49, 0.43, -7.79], [1.95, 1.80, -6.78], [-0.36, 2.83, -5.55], [-1.20, 2.28, -3.27]]
}

=====

(6)
{
  "formula": "C5H7NO",
  "method": "ωB97M-V/def2-TZVPD",
  "total_energy_ha": -324.57046,
  "multiplicity": 1,
  "homo_energy_ev": [-6.6, -6.6],
  "total_charge": 0,
  "homo_lumo_gap_ha": [0.2111, 0.2111],
  "e_lumo_ev": [-0.9, -0.9],
  "de_lowest_kj_mol": 404.4,
  "symbols": ["O", "C", "C", "C", "N", "C", "C", "H", "H", "H", "H", "H", "H", "H"],
  "xyz": [[1.40, -0.07, -2.89], [0.32, 0.20, -2.35], [0.00, -0.08, -1.03], [0.92, -0.57, 0.05], [-0.13, -0.09, 1.00], [-0.15, 0.07, 2.25], [-1.10, 0.29, -0.08], [-0.49, 0.71, -2.94], [1.08, -1.66, 0.18], [1.88, -0.06, 0.22], [0.71, -0.24, 2.84], [-1.02, 0.51, 2.73], [-2.00, -0.35, -0.01], [-1.41, 1.34, 0.04]]
}

=====

(7)
{
  "formula": "C30H43Cl5InP2",
  "method": "ωB97M-V/def2-TZVPD",
  "total_energy_ha": -4342.21423,
  "multiplicity": 1,
  "homo_energy_ev": [-9.2, -9.2],
  "total_charge": 1,
  "homo_lumo_gap_ha": [0.1221, 0.1203],
  "e_lumo_ev": [-5.8, -5.9],
  "de_lowest_kj_mol": 444.8,
  "symbols": ["In", "C", "C", "C", "C", "C", "C", "H", "H", "H", "C", "H", "H", "H", "C", "H", "H", "H", "C", "H", "H", "H", "C", "H", "H", "H", "C", "C", "C", "C", "C", "C", "C", "C", "H", "H", "H", "H", "H", "H", "H", "H", "H", "H", "H", "H", "P", "P", "C", "C", "H", "H", "H", "H", "C", "H", "H", "H", "C", "H", "H", "H", "C", "H", "H", "H", "C", "H", "H", "H", "Cl", "C", "C", "C", "Cl", "C", "Cl", "C", "Cl", "C", "Cl"],
  "xyz": [[-0.67, 1.90, -2.01], [-0.13, -3.35, 2.37], [1.21, -3.40, 1.92], [1.14, -2.02, 3.76], [-0.18, -2.46, 3.48], [2.01, -2.62, 2.80], [-1.27, -4.13, 1.84], [-0.94, -4.81, 1.05], [-2.05, -3.48, 1.43], [-1.74, -4.73, 2.64], [-1.38, -2.09, 4.26], [-2.24, -2.71, 3.98], [-1.65, -1.03, 4.10], [-1.20, -2.22, 5.34], [1.53, -1.15, 4.89], [1.30, -1.64, 5.85], [0.98, -0.19, 4.86], [2.60, -0.94, 4.86], [3.48, -2.52, 2.80], [3.93, -3.21, 3.53], [3.81, -1.51, 3.06], [3.89, -2.78, 1.81], [1.71, -4.18, 0.77], [2.03, -5.20, 1.06], [2.57, -3.69, 0.30], [0.93, -4.30, 0.00], [-2.09, 1.34, -3.50], [-2.36, -0.11, -3.07], [-1.52, -1.13, -3.86], [0.02, -0.95, -3.84], [0.62, 0.27, -3.10], [0.73, 1.57, -3.68], [0.04, 1.81, -5.02], [-1.49, 1.54, -4.92], [-1.89, -1.11, -4.90], [0.38, -1.00, -4.90], [-1.75, -2.16, -3.54], [-1.72, 0.67, -5.54], [-2.99, 1.96, -3.39], [-3.42, -0.33, -3.32], [-2.05, 2.38, -5.36], [0.23, 2.84, -5.36], [1.58, 2.23, -3.42], [0.49, 1.17, -5.80], [0.45, -1.84, -3.35], [1.40, -0.05, -2.39], [-2.57, -0.53, -1.21], [2.73, 1.95, 1.12], [1.00, 3.10, -0.85], [2.45, 2.71, -0.59], [0.56, 3.34, 0.12], [0.93, 4.02, -1.45], [2.84, 2.04, -1.36], [3.06, 3.63, -0.59], [4.24, 2.72, 1.78], [4.86, 1.94, 2.24], [3.91, 3.42, 2.56], [4.77, 3.26, 0.99], [3.34, 0.31, 0.54], [3.51, 0.31, -0.55], [2.57, -0.44, 0.78], [4.27, 0.07, 1.07], [-4.26, -1.21, -1.04], [-4.22, -2.14, -0.46], [-4.76, -1.37, -2.00], [-4.82, -0.46, -0.47], [-1.54, -2.01, -0.91], [-1.06, -1.88, 0.06], [-0.75, -2.18, -1.64], [-2.20, -2.89, -0.88], [-0.72, 0.86, 1.85], [-1.46, 2.37, 1.41], [-1.70, 2.68, 0.07], [-2.32, 3.87, -0.24], [-2.47, 4.33, -1.92], [-2.74, 4.79, 0.76], [-3.62, 6.20, 0.36], [-2.39, 4.53, 2.11], [-2.70, 5.69, 3.31], [-1.75, 3.31, 2.44], [-1.29, 3.00, 4.08]]
}

=====

(8)
{
  "formula": "C18H23N3O4",
  "method": "ωB97M-V/def2-TZVPD",
  "total_energy_ha": -1164.87989,
  "multiplicity": 1,
  "homo_energy_ev": -8.1,
  "total_charge": 0,
  "homo_lumo_gap_ha": 0.3126,
  "e_lumo_ev": 0.4,
  "de_lowest_kj_mol": 386.9,
  "symbols": ["C", "C", "N", "C", "C", "C", "C", "C", "N", "C", "O", "C", "C", "C", "C", "C", "C", "C", "C", "C", "O", "C", "O", "O", "N", "H", "H", "H", "H", "H", "H", "H", "H", "H", "H", "H", "H", "H", "H", "H", "H", "H", "H", "H", "H", "H", "H", "H"],
  "xyz": [[-8.09, -1.83, 0.84], [-6.88, -1.55, -0.06], [-6.48, -0.17, -0.22], [-7.37, 0.70, -0.96], [-8.51, 1.37, -0.18], [-5.80, 0.43, 0.91], [-4.32, 0.04, 0.95], [-3.60, 0.51, -0.32], [-2.23, 0.07, -0.36], [-1.19, 0.90, -0.18], [-1.28, 2.10, -0.03], [0.12, 0.20, -0.19], [1.40, 0.78, -0.07], [2.26, -0.29, -0.14], [3.71, -0.39, -0.09], [4.32, -1.63, -0.22], [5.70, -1.77, -0.17], [6.44, -0.63, 0.01], [5.83, 0.62, 0.15], [4.47, 0.77, 0.10], [6.80, 1.58, 0.32], [8.03, 0.90, 0.29], [7.80, -0.48, 0.10], [1.53, -1.42, -0.29], [0.22, -1.11, -0.32], [-9.02, -1.52, 0.35], [-8.00, -1.31, 1.79], [-8.16, -2.90, 1.03], [-7.07, -1.95, -1.06], [-6.02, -2.08, 0.35], [-7.79, 0.11, -1.78], [-6.75, 1.49, -1.40], [-9.20, 0.64, 0.22], [-9.06, 2.03, -0.85], [-8.12, 1.96, 0.64], [-5.86, 1.52, 0.81], [-6.27, 0.16, 1.87], [-4.22, -1.04, 1.04], [-3.85, 0.50, 1.82], [-3.59, 1.60, -0.36], [-4.14, 0.12, -1.19], [-2.04, -0.92, -0.43], [1.61, 1.82, 0.04], [3.70, -2.51, -0.36], [6.18, -2.73, -0.27], [4.02, 1.74, 0.20], [8.65, 1.28, -0.54], [8.56, 1.05, 1.24]]
}

=====

Across the entries above, molecular weight takes the values 710.6 63.1 723.7 143.2 977.9 97.1 757.7 345.4 Da, respectively.